130
Properties=species:S:1:pos:R:3:lowdin_charge:R:1 method="wB97M-V/def2-TZVPD" mol_weight_da=1049.12 homo_ev=-3.6 total_energy_ev=-164422.62115 orbital_gap_ev=1.25 total_charge=0
C 6.5356 -1.6793 2.5441 -0.230
C 5.5016 -1.4452 1.3285 -0.225
O 5.1127 -0.0609 1.1242 -0.201
C 5.1118 0.3157 -0.2762 -0.198
C 4.0890 -0.5077 -1.2121 -0.135
C 2.5916 0.0835 -1.2476 -0.100
C 1.7821 0.3105 -2.6238 -0.089
C 2.4686 -0.0709 -4.0556 -0.173
C 3.6500 0.9426 -4.5033 -0.255
N 4.8034 0.1109 -5.0519 -0.062
C 0.2715 0.8805 -2.5893 -0.106
C -0.6246 1.0972 -3.9300 -0.096
C -0.4789 1.2434 -1.2102 -0.071
C -1.9918 1.8061 -1.1366 -0.197
C -2.1742 3.1410 -0.2345 -0.240
C -3.6513 3.0004 0.4761 -0.474
S -5.0530 3.2275 -0.7258 0.803
C -5.5673 1.5665 -1.4627 -0.935
S -5.0634 1.2873 -3.0734 0.607
N -6.3829 0.6199 -0.6632 -0.214
C -7.8569 0.9161 -0.7695 -0.215
C -8.7450 -0.2427 -1.4628 -0.114
C -6.0404 -0.8116 -0.9370 -0.279
C -4.4516 -1.0968 -0.6124 -0.119
C 0.2802 1.0272 0.1703 -0.218
N -0.1933 1.2424 1.5593 -0.329
S 1.0576 0.7940 2.6956 0.798
N 2.1991 0.3312 1.4895 -0.374
C 1.7805 0.4538 0.0924 -0.206
H 7.4865 -1.0109 2.4241 0.061
H 6.8590 -2.8132 2.4991 0.087
H 5.9840 -1.5380 3.5664 0.030
H 4.5187 -2.0248 1.5946 0.141
H 5.8908 -1.9381 0.3542 0.134
H 4.7699 1.4384 -0.3163 0.046
H 6.1810 0.3161 -0.7545 0.151
H 4.5032 -0.4270 -2.3036 0.097
H 4.0160 -1.6345 -0.9877 0.120
H 2.9060 -1.1456 -3.8978 0.109
H 1.7101 -0.1587 -4.9164 0.092
H 3.3451 1.6397 -5.3880 0.126
H 4.1037 1.5495 -3.6251 0.101
H 4.6584 -0.1033 -6.0528 0.063
H 4.9537 -0.7391 -4.4850 0.044
H -0.2941 0.4451 -4.8203 0.055
H -1.6995 0.7293 -3.6497 0.067
H -0.7068 2.2037 -4.2357 0.089
H -2.4556 2.0257 -2.1660 0.061
H -2.6187 0.9699 -0.6157 0.089
H -1.3559 3.3083 0.5572 0.081
H -2.1867 4.0801 -0.9256 0.113
H -3.7302 2.0114 1.0937 0.098
H -3.6762 3.8587 1.2708 0.093
H -8.0359 1.8862 -1.3924 0.131
H -8.2648 1.1237 0.2869 0.101
H -9.8498 0.1027 -1.6036 0.089
H -8.3690 -0.5625 -2.5151 0.079
H -8.8101 -1.1971 -0.7877 0.052
H -6.1708 -1.1238 -2.0553 0.093
H -6.6165 -1.5248 -0.2147 0.131
H -3.7664 -0.7246 -1.4626 0.040
H -4.3603 -2.2648 -0.6208 0.070
H -4.1474 -0.7017 0.4286 0.084
C 2.1103 4.7058 3.4247 -0.100
C 1.0000 5.6408 3.8595 -0.316
O 0.2823 6.1081 2.7252 -0.083
H 2.7972 5.2167 2.7426 0.067
H 2.6748 4.3419 4.2871 0.078
H 1.7024 3.8465 2.8828 0.036
H 1.4124 6.5080 4.3807 0.115
H 0.3020 5.1333 4.5324 0.113
H -0.0874 5.3344 2.2741 0.077
O -10.2284 -2.8320 -0.1160 -0.063
H -10.2242 -3.5356 -0.7788 0.042
H -9.8667 -3.2537 0.6751 0.043
C -4.3601 -6.4428 -3.6149 -0.091
C -3.4397 -5.4302 -2.9494 -0.297
C -3.6546 -3.9987 -3.4481 -0.212
C -3.3692 -3.7755 -4.9362 -0.210
C -1.9553 -4.1453 -5.3915 -0.264
C -0.8725 -3.3132 -4.7176 -0.113
H -4.1879 -6.4987 -4.6920 0.074
H -4.1852 -7.4398 -3.2003 0.073
H -5.4084 -6.1853 -3.4433 0.087
H -2.3975 -5.7329 -3.0904 -0.009
H -3.6216 -5.4513 -1.8683 0.109
H -3.0320 -3.3216 -2.8520 0.098
H -4.6914 -3.7060 -3.2474 0.117
H -3.5515 -2.7201 -5.1687 0.118
H -4.0900 -4.3423 -5.5355 0.106
H -1.8884 -3.9934 -6.4743 0.112
H -1.7628 -5.2099 -5.2197 0.088
H -1.0198 -2.2482 -4.9161 0.075
H 0.1126 -3.5946 -5.1023 0.073
H -0.8583 -3.4648 -3.6346 0.039
Na 4.0295 3.0754 0.0199 0.723
F 8.8716 0.3161 1.7949 -0.174
P 9.4012 1.3728 2.8605 0.132
F 9.0340 0.0810 3.7242 -0.247
F 8.3292 2.3859 2.2696 -0.164
F 10.3946 1.8903 1.7359 -0.149
F 10.8354 1.3113 3.5393 -0.153
F 8.9336 2.2342 4.1094 -0.152
K 7.6397 -1.9741 4.5870 0.996
O -7.1483 4.8016 2.8672 -0.073
C -7.5242 3.7460 2.1658 -0.352
C -9.1229 3.5287 2.3385 -0.320
O -9.4964 2.4612 1.6497 -0.146
H -7.0637 2.7775 2.4312 0.115
H -7.3491 3.7791 1.0763 0.078
H -9.5826 4.4922 2.0580 0.120
H -9.3038 3.5115 3.4272 0.119
Na -0.8066 -5.9341 -2.2960 0.334
C -12.4249 1.4133 1.1898 -1.033
Cl -13.2987 0.8107 2.6046 0.485
Cl -13.1111 2.9395 0.6193 0.491
H -11.3792 1.5730 1.4593 -0.015
H -12.4914 0.6741 0.3909 0.025
C 12.6750 -0.3681 5.2799 -0.117
C 13.5556 -0.4688 6.5207 -0.269
C 13.3681 -1.7849 7.2790 -0.191
C 11.9377 -1.9112 7.7417 -0.191
N 10.7901 -2.0128 8.1143 0.106
H 11.6123 -0.3890 5.5360 0.062
H 12.8627 0.5721 4.7559 0.072
H 12.8788 -1.1911 4.5864 0.080
H 13.3337 0.3755 7.1824 0.115
H 14.6042 -0.3760 6.2211 0.110
H 14.0290 -1.8144 8.1500 0.113
H 13.6141 -2.6365 6.6376 0.115